{
  "formula": "C52H60ClHfN2P2Te",
  "method": "ωB97M-V/def2-TZVPD",
  "symbols": ["Hf", "C", "C", "C", "C", "C", "C", "C", "C", "C", "C", "C", "C", "N", "C", "C", "N", "C", "C", "C", "C", "C", "C", "C", "C", "C", "C", "C", "C", "H", "H", "H", "H", "H", "H", "H", "H", "H", "H", "H", "H", "H", "H", "H", "H", "H", "H", "H", "H", "H", "H", "H", "H", "H", "H", "H", "H", "H", "H", "H", "H", "H", "H", "H", "H", "C", "C", "P", "C", "C", "C", "C", "C", "C", "C", "C", "C", "C", "C", "C", "P", "C", "C", "C", "C", "C", "C", "C", "C", "C", "C", "C", "C", "H", "H", "H", "H", "H", "H", "H", "H", "H", "H", "H", "H", "H", "H", "H", "H", "H", "H", "H", "H", "H", "H", "H", "H", "Cl", "Te"],
  "positions_angstrom": [[-1.013, -0.322, -1.516], [0.917, 4.233, -2.038], [-0.235, 3.236, -1.851], [-0.994, 3.069, -3.173], [-1.200, 3.664, -0.769], [-1.511, 5.008, -0.683], [-2.441, 5.474, 0.225], [-2.998, 4.574, 1.111], [-2.698, 3.222, 1.088], [-3.229, 2.420, 2.268], [-2.829, 3.105, 3.584], [-4.755, 2.245, 2.267], [-1.840, 2.711, 0.066], [-1.639, 1.363, -0.158], [-2.751, 0.584, 0.185], [-2.782, -0.755, 0.313], [-1.701, -1.627, 0.101], [-1.964, -2.886, 0.661], [-1.949, -4.047, -0.143], [-2.377, -5.257, 0.372], [-2.836, -5.362, 1.673], [-2.796, -4.246, 2.485], [-2.349, -3.018, 2.018], [-2.214, -1.887, 3.021], [-1.302, -2.329, 4.176], [-3.569, -1.422, 3.568], [-1.575, -3.926, -1.599], [-0.970, -5.192, -2.201], [-2.812, -3.492, -2.394], [1.738, 3.762, -2.579], [1.283, 4.606, -1.082], [0.600, 5.091, -2.626], [0.205, 2.262, -1.568], [-1.714, 3.875, -3.286], [-1.543, 2.127, -3.191], [-0.305, 3.111, -4.013], [-1.043, 5.712, -1.356], [-2.694, 6.523, 0.264], [-3.687, 4.940, 1.859], [-2.769, 1.428, 2.259], [-3.528, 3.894, 3.855], [-1.843, 3.550, 3.498], [-2.811, 2.375, 4.392], [-5.254, 3.212, 2.228], [-5.066, 1.726, 3.175], [-5.096, 1.659, 1.416], [-3.700, 1.108, 0.213], [-3.740, -1.233, 0.525], [-2.396, -6.131, -0.262], [-3.217, -6.304, 2.048], [-3.133, -4.323, 3.511], [-1.746, -1.026, 2.533], [-1.762, -3.126, 4.758], [-1.104, -1.494, 4.848], [-0.352, -2.701, 3.795], [-4.096, -2.234, 4.068], [-4.192, -1.055, 2.756], [-3.429, -0.608, 4.281], [-0.814, -3.137, -1.685], [-1.721, -5.967, -2.335], [-0.177, -5.577, -1.564], [-0.546, -4.956, -3.175], [-3.602, -4.230, -2.266], [-2.571, -3.409, -3.453], [-3.182, -2.523, -2.050], [3.454, 0.989, -1.388], [2.816, 1.634, -0.165], [1.684, 0.392, 0.640], [1.016, 1.379, 2.037], [0.567, 0.641, 3.131], [0.198, 1.272, 4.301], [0.267, 2.652, 4.393], [0.643, 3.396, 3.287], [1.004, 2.767, 2.108], [3.088, -0.358, 1.612], [3.741, -1.485, 1.128], [4.880, -1.978, 1.743], [5.389, -1.355, 2.867], [4.752, -0.227, 3.359], [3.621, 0.269, 2.737], [1.937, 0.210, -2.336], [2.566, 0.729, -3.995], [1.667, 1.275, -4.904], [2.062, 1.632, -6.177], [3.373, 1.429, -6.576], [4.294, 0.957, -5.661], [3.904, 0.643, -4.369], [2.437, -1.558, -2.196], [1.783, -2.358, -1.249], [2.085, -3.697, -1.108], [3.031, -4.291, -1.931], [3.687, -3.514, -2.869], [3.417, -2.162, -2.982], [4.201, 0.241, -1.096], [3.948, 1.762, -1.986], [2.199, 2.470, -0.500], [3.550, 2.002, 0.560], [0.554, -0.438, 3.067], [-0.128, 0.687, 5.149], [0.004, 3.145, 5.319], [0.658, 4.477, 3.342], [1.282, 3.370, 1.256], [3.364, -1.990, 0.255], [5.373, -2.851, 1.335], [6.279, -1.738, 3.349], [5.146, 0.279, 4.230], [3.154, 1.158, 3.134], [0.633, 1.393, -4.619], [1.345, 2.050, -6.869], [3.669, 1.649, -7.590], [5.326, 0.828, -5.953], [4.654, 0.334, -3.656], [1.014, -1.922, -0.606], [1.591, -4.275, -0.341], [3.255, -5.343, -1.832], [4.429, -3.959, -3.519], [3.939, -1.592, -3.732], [-3.198, 0.244, -2.709], [-0.190, -1.342, -3.866]],
  "mulliken_charge": [-0.2725, -2.0128, 3.0001, -1.1297, 1.2204, -0.6209, -1.5013, -0.3823, 0.2913, 2.5977, -1.7365, -1.7310, -0.9132, 1.1242, -0.8183, -1.2850, 1.5601, -0.5691, 1.3679, -0.7137, -1.4247, -0.8275, -0.1398, 2.9375, -1.6022, -1.5582, 3.1594, -2.1806, -1.5191, 0.2409, 0.3474, 0.6926, -1.9030, 0.3174, -0.0005, 0.4706, 0.3075, 0.3813, 0.3078, -0.8872, 0.5305, 0.3297, 0.2809, 0.3471, 0.4186, 0.3803, 0.5622, 0.4712, 0.3043, 0.3850, 0.3355, -1.4501, 0.4064, 0.2563, 0.3817, 0.3776, 0.2749, 0.3923, -1.5941, 0.5100, 0.4435, 0.3706, 0.3727, 0.3214, 0.3114, -1.7172, -1.2186, 1.7153, 0.4252, -0.3377, -0.8976, -0.8793, -0.6848, -0.3716, 0.6160, -0.4317, -0.8991, -0.6663, -0.7659, -0.6996, 1.5500, 0.8901, -1.0351, -0.6808, -0.6154, -0.8051, -0.7116, 1.6331, -0.5555, -0.4454, -1.2562, -0.8592, -0.9752, 0.3962, 0.7906, 0.2160, 0.7885, 0.7110, 0.3444, 0.2883, 0.3290, 0.2737, 0.6059, 0.4901, 0.3660, 0.4434, 0.4002, 0.5377, 0.4542, 0.3743, 0.4039, 0.4198, -0.2239, 0.6608, 0.4417, 0.3956, 0.4944, -0.4438, -0.5935],
  "total_energy_ev": -97582.822,
  "homo_lumo_gap_ev": 6.0,
  "homo_ev": -3.61,
  "spin_multiplicity": 1,
  "e_lumo_ev": 2.39,
  "max_force_ev_per_a": 1.98,
  "charge": -1
}


{
  "formula": "C21H31N3O4",
  "method": "ωB97M-V/def2-TZVPD",
  "symbols": ["C", "H", "O", "C", "C", "N", "C", "C", "C", "C", "C", "H", "H", "H", "H", "C", "O", "C", "N", "C", "O", "C", "N", "C", "O", "H", "C", "C", "C", "C", "C", "C", "H", "H", "H", "H", "H", "H", "H", "H", "H", "H", "H", "H", "H", "H", "C", "H", "H", "H", "C", "H", "H", "H", "H", "H", "H", "H", "H"],
  "positions_angstrom": [[-3.970, -3.036, 1.175], [-4.636, -3.868, 1.391], [-4.755, -1.873, 1.252], [-4.047, -0.665, 1.106], [-3.792, -0.315, -0.376], [-2.618, 0.514, -0.559], [-2.322, 1.690, 0.058], [-1.102, 2.140, -0.433], [-0.675, 1.194, -1.405], [-1.625, 0.220, -1.472], [-1.647, -0.979, -2.357], [-1.586, -1.907, -1.784], [-2.548, -1.010, -2.969], [-0.788, -0.935, -3.022], [0.199, 1.258, -2.022], [-0.394, 3.329, 0.000], [-0.914, 4.316, 0.475], [1.127, 3.290, -0.190], [1.687, 1.996, 0.115], [2.515, 1.302, -0.712], [2.927, 1.673, -1.784], [2.798, -0.038, -0.034], [2.029, 0.099, 1.178], [1.353, 1.266, 1.265], [0.610, 1.623, 2.141], [1.954, -0.619, 1.875], [2.268, -1.173, -0.924], [2.590, -2.543, -0.336], [4.091, -2.690, -0.111], [4.606, -1.582, 0.803], [4.311, -0.201, 0.217], [4.842, 0.911, 1.119], [4.334, 0.906, 2.082], [5.906, 0.773, 1.292], [4.695, 1.883, 0.655], [4.796, -0.119, -0.761], [5.683, -1.687, 0.938], [4.141, -1.669, 1.788], [4.308, -3.665, 0.328], [4.607, -2.632, -1.072], [2.238, -3.319, -1.018], [2.063, -2.672, 0.612], [2.731, -1.070, -1.907], [1.189, -1.054, -1.040], [1.379, 3.512, -1.232], [1.566, 4.057, 0.456], [-3.119, 2.328, 1.136], [-2.755, 3.343, 1.268], [-4.178, 2.363, 0.897], [-2.989, 1.797, 2.079], [-5.030, 0.297, -1.030], [-5.268, 1.264, -0.597], [-5.876, -0.369, -0.880], [-4.868, 0.430, -2.098], [-3.582, -1.260, -0.886], [-4.678, 0.091, 1.575], [-3.088, -0.715, 1.641], [-3.532, -3.181, 0.180], [-3.160, -3.016, 1.915]],
  "nbo_charge": [-0.2479, 0.1989, -0.5348, -0.0671, -0.0634, -0.3357, 0.2434, -0.2669, -0.2801, 0.1437, -0.6483, 0.2111, 0.2172, 0.2357, 0.2252, 0.5977, -0.5535, -0.3244, -0.4796, 0.7244, -0.5977, 0.0424, -0.6436, 0.8093, -0.6098, 0.4181, -0.3964, -0.3992, -0.3963, -0.3967, -0.2176, -0.6119, 0.2107, 0.2167, 0.2153, 0.2221, 0.2169, 0.1884, 0.2103, 0.1988, 0.2162, 0.1871, 0.2217, 0.2213, 0.2544, 0.2338, -0.6694, 0.2738, 0.2113, 0.2246, -0.6130, 0.2097, 0.2240, 0.2148, 0.2161, 0.1961, 0.1769, 0.1577, 0.1675],
  "de_lowest_kj_mol": 30.1,
  "total_energy_ev": -34942.460,
  "homo_lumo_gap_ev": 8.5,
  "homo_ev": -8.05,
  "spin_multiplicity": 1,
  "e_lumo_ev": 0.44,
  "max_force_ev_per_a": 0.91,
  "smiles": "COC[C@@H](C)n1c(C)cc(C(=O)CN2C(=O)N[C@@]3(CCCC[C@@H]3C)C2=O)c1C"
}


{
  "formula": "C11H20N3O3S2",
  "method": "ωB97M-V/def2-TZVPD",
  "symbols": ["O", "O", "O", "S", "S", "C", "C", "C", "N", "N", "N", "C", "C", "C", "C", "C", "C", "C", "C", "H", "H", "H", "H", "H", "H", "H", "H", "H", "H", "H", "H", "H", "H", "H", "H", "H", "H", "H", "H"],
  "positions_angstrom": [[1.536, 0.441, -3.840], [-1.607, 2.820, 2.897], [-1.850, 0.531, -0.273], [1.923, -0.241, 2.988], [0.878, -4.241, -0.787], [0.344, 0.790, -3.733], [-0.594, 2.161, 2.638], [-0.664, 0.280, -0.205], [0.610, 2.655, 2.746], [-0.020, 0.367, 0.942], [-0.402, 0.505, -2.663], [-0.777, -4.699, -0.181], [-0.384, 1.449, -4.857], [1.019, 3.952, 3.158], [0.710, -2.475, -0.635], [0.113, -0.227, 3.265], [-0.067, -1.680, -1.712], [-0.627, 0.658, 2.275], [0.078, -0.182, -1.446], [1.367, 1.960, 2.792], [0.896, 0.005, 1.032], [-1.355, 0.833, -2.615], [-1.513, -4.291, -0.859], [-0.869, -5.761, -0.188], [-0.952, -4.249, 0.797], [-1.320, 0.927, -5.015], [-0.549, 2.501, -4.586], [0.274, 1.451, -5.770], [0.657, 4.760, 2.502], [0.605, 4.115, 4.161], [2.084, 3.980, 3.156], [0.317, -2.211, 0.356], [1.706, -2.072, -0.590], [-0.253, -1.244, 3.301], [-0.036, 0.071, 4.285], [-1.089, -2.018, -1.715], [0.359, -1.968, -2.667], [-1.663, 0.293, 2.347], [1.115, 0.053, -1.302]],
  "nbo_charge": [-0.6606, -0.6691, -0.6718, -0.6615, 0.1977, 0.6620, 0.6653, 0.6612, -0.6371, -0.6152, -0.5937, -0.7339, -0.7040, -0.4026, -0.5606, -0.5255, -0.3987, -0.1482, -0.1296, 0.4308, 0.4270, 0.4143, 0.2055, 0.2174, 0.2171, 0.2203, 0.2279, 0.2372, 0.1926, 0.1911, 0.1992, 0.2248, 0.2330, 0.1953, 0.2071, 0.2033, 0.2198, 0.2336, 0.2288],
  "de_lowest_kj_mol": 22.8,
  "total_energy_ev": -44017.841,
  "homo_lumo_gap_ev": 6.6,
  "homo_ev": -3.86,
  "spin_multiplicity": 1,
  "e_lumo_ev": 2.74,
  "max_force_ev_per_a": 2.89,
  "charge": -1,
  "smiles": "CNC(=O)[C@H](C[S-])NC(=O)[C@@H](CCSC)NC(C)=O"
}


{
  "formula": "CH3N2O2",
  "method": "ωB97M-V/def2-TZVPD",
  "symbols": ["C", "N", "N", "O", "O", "H", "H", "H"],
  "positions_angstrom": [[-2.283, 0.042, 0.059], [0.639, 0.096, -0.189], [-0.403, -0.791, 0.221], [-3.131, -0.795, 0.046], [-2.067, 1.224, 0.003], [0.774, -0.123, -1.177], [0.297, 1.066, -0.145], [-0.394, -0.790, 1.249]],
  "nbo_charge": [0.9532, -0.7101, -0.7522, -0.6896, -0.7232, 0.3158, 0.3186, 0.2877],
  "de_lowest_kj_mol": 84.7,
  "total_energy_ev": -8160.639,
  "homo_lumo_gap_ev": 7.0,
  "homo_ev": -2.52,
  "spin_multiplicity": 1,
  "e_lumo_ev": 4.48,
  "max_force_ev_per_a": 2.71,
  "charge": -1
}


{
  "formula": "C19H27FN4O4S",
  "method": "ωB97M-V/def2-TZVPD",
  "symbols": ["C", "N", "C", "O", "C", "C", "C", "S", "N", "O", "O", "N", "C", "C", "C", "C", "C", "C", "N", "C", "O", "C", "F", "C", "C", "C", "C", "C", "C", "H", "H", "H", "H", "H", "H", "H", "H", "H", "H", "H", "H", "H", "H", "H", "H", "H", "H", "H", "H", "H", "H", "H", "H", "H", "H", "H"],
  "positions_angstrom": [[0.927, -0.312, 1.460], [0.908, -0.557, 0.014], [0.839, -1.933, -0.294], [-0.186, -2.505, -0.607], [2.109, -2.657, -0.130], [3.413, -2.130, 0.021], [4.258, -3.205, 0.121], [5.977, -3.161, 0.337], [6.547, -3.782, -1.087], [6.328, -1.779, 0.451], [6.365, -4.117, 1.333], [3.521, -4.369, 0.037], [4.037, -5.727, 0.112], [2.224, -4.034, -0.116], [-0.113, 0.242, -0.701], [-1.523, 0.175, -0.082], [-2.655, 0.236, -1.108], [-2.465, 1.313, -2.180], [-1.798, 2.519, -1.682], [-2.301, 3.323, -0.707], [-1.591, 4.065, -0.039], [-3.761, 3.299, -0.408], [-4.614, 2.896, -1.390], [-4.261, 3.656, 0.761], [-5.658, 3.629, 1.331], [-5.019, 3.766, 2.742], [-3.653, 4.083, 2.071], [-0.345, 2.535, -1.840], [0.397, 1.682, -0.814], [1.728, -0.890, 1.918], [1.124, 0.742, 1.648], [-0.016, -0.590, 1.940], [3.706, -1.095, 0.045], [6.701, -3.059, -1.779], [7.383, -4.328, -0.912], [3.207, -6.411, -0.046], [4.786, -5.883, -0.663], [4.488, -5.908, 1.084], [1.455, -4.784, -0.204], [-0.157, -0.196, -1.703], [-1.631, -0.759, 0.467], [-1.636, 0.989, 0.642], [-2.743, -0.731, -1.609], [-3.598, 0.404, -0.582], [-1.821, 0.932, -2.973], [-3.413, 1.564, -2.645], [-6.238, 4.506, 1.038], [-6.249, 2.738, 1.126], [-5.434, 4.535, 3.389], [-5.006, 2.819, 3.280], [-2.776, 3.531, 2.402], [-3.404, 5.144, 2.073], [-0.132, 2.181, -2.851], [-0.005, 3.565, -1.762], [0.321, 2.177, 0.156], [1.454, 1.658, -1.089]],
  "nbo_charge": [-0.4162, -0.4923, 0.7088, -0.5862, -0.2566, -0.1815, -0.2581, 2.3269, -1.0787, -0.9268, -0.9439, -0.2943, -0.4070, 0.0511, -0.0485, -0.4254, -0.4045, -0.2255, -0.4329, 0.6171, -0.6291, 0.2632, -0.3397, 0.0165, -0.4330, -0.3933, -0.4173, -0.2093, -0.4149, 0.2163, 0.2097, 0.1840, 0.2556, 0.4034, 0.4084, 0.2144, 0.2210, 0.2312, 0.2296, 0.2034, 0.2324, 0.1971, 0.2172, 0.2087, 0.1989, 0.2302, 0.2228, 0.2209, 0.2056, 0.2040, 0.2275, 0.2302, 0.1908, 0.2342, 0.2139, 0.2200],
  "de_lowest_kj_mol": 31.7,
  "total_energy_ev": -47843.228,
  "homo_lumo_gap_ev": 9.6,
  "homo_ev": -9.07,
  "spin_multiplicity": 1,
  "e_lumo_ev": 0.52,
  "max_force_ev_per_a": 0.84,
  "smiles": "CN(C(=O)c1cc(S(N)(=O)=O)n(C)c1)[C@H]1CCCN(C(=O)C(F)=C2CCC2)CC1"
}


{
  "formula": "C5H6OS2",
  "method": "ωB97M-V/def2-TZVPD",
  "symbols": ["C", "C", "C", "C", "C", "H", "H", "H", "H", "H", "H", "O", "S", "S"],
  "positions_angstrom": [[2.475, -0.230, 0.039], [1.078, -0.869, -0.018], [-0.070, -0.292, -0.394], [-2.349, -0.480, -0.123], [-2.445, 0.580, 0.693], [3.704, 1.941, -0.422], [0.976, -1.900, -0.118], [-0.207, 0.734, -0.422], [-3.206, -1.084, -0.417], [-3.359, 1.013, 0.903], [-1.545, 1.151, 1.095], [-1.186, -0.998, -0.713], [2.346, 1.544, -0.288], [3.789, -1.110, 0.185]],
  "nbo_charge": [-0.3076, -0.3429, 0.2017, 0.1374, -0.5090, 0.1707, 0.2302, 0.1736, 0.2016, 0.2167, 0.2118, -0.4807, 0.0098, 0.0866],
  "de_lowest_kj_mol": 239.9,
  "total_energy_ev": -28997.470,
  "homo_lumo_gap_ev": 8.3,
  "homo_ev": -8.88,
  "spin_multiplicity": 1,
  "e_lumo_ev": -0.57,
  "max_force_ev_per_a": 3.37,
  "smiles": "C=CO/C=C/C(=S)S"
}


{
  "formula": "C2H2OS3",
  "method": "ωB97M-V/def2-TZVPD",
  "symbols": ["C", "C", "H", "H", "O", "S", "S", "S"],
  "positions_angstrom": [[-0.728, -0.786, -0.036], [0.430, 0.244, 0.005], [-1.799, 1.171, 0.051], [2.717, 0.269, 0.084], [-0.500, -1.951, -0.068], [-2.390, -0.049, 0.006], [1.901, -0.767, 0.000], [0.369, 1.868, -0.043]],
  "nbo_charge": [0.3674, -0.3957, 0.1497, 0.1248, -0.5061, -0.0127, 0.1664, 0.1063],
  "de_lowest_kj_mol": 15.9,
  "total_energy_ev": -36658.785,
  "homo_lumo_gap_ev": 7.8,
  "homo_ev": -9.46,
  "spin_multiplicity": 1,
  "e_lumo_ev": -1.63,
  "max_force_ev_per_a": 2.18,
  "smiles": "O=C(S)C(=S)S"
}